[1]
ORCA calculation (the ωB97M-V functional and the def2-TZVPD basis) on C26H24N4O4OsSe2 as an isolated structure.

Element x y z (Å)
Os -0.401 0.108 -0.540
C -1.123 -2.440 -4.051
O -0.928 -3.691 -3.393
C -0.726 -3.825 -2.072
C -0.672 -5.156 -1.645
C -0.481 -5.519 -0.313
C -0.342 -4.536 0.624
C -0.378 -3.169 0.232
C -0.237 -2.240 1.268
N -0.226 -0.916 1.146
N -0.063 -0.239 2.311
C -0.039 1.063 2.076
O -0.206 1.536 0.866
C 0.161 2.002 3.173
C -0.054 3.365 2.954
C 0.120 4.264 3.989
C 0.519 3.808 5.239
C 0.751 2.454 5.457
C 0.569 1.547 4.431
C -0.557 -2.809 -1.135
O -0.566 -1.531 -1.540
H -1.341 -2.699 -5.082
H -0.222 -1.830 -4.010
H -1.965 -1.895 -3.627
H -0.792 -5.912 -2.411
H -0.453 -6.562 -0.032
H -0.205 -4.780 1.670
H -0.123 -2.602 2.285
H -0.358 3.708 1.973
H -0.052 5.320 3.827
H 0.648 4.512 6.051
H 1.071 2.111 6.432
H 0.736 0.490 4.588
Se 2.021 0.627 -2.845
Se 2.089 2.246 -1.189
C 3.006 1.155 0.111
C 4.143 1.661 0.716
C 4.794 0.846 1.632
C 4.289 -0.417 1.885
C 3.132 -0.815 1.229
N 2.488 -0.041 0.355
C 0.235 1.028 -3.399
C 0.000 1.260 -4.739
C -1.297 1.540 -5.152
C -2.302 1.595 -4.201
C -1.986 1.341 -2.879
N -0.736 1.054 -2.474
H 4.511 2.650 0.478
H 5.697 1.188 2.122
H 4.780 -1.087 2.576
H 2.703 -1.793 1.412
H 0.822 1.233 -5.441
H -1.509 1.730 -6.197
H -3.322 1.830 -4.470
H -2.737 1.362 -2.105
C -4.148 0.791 0.275
O -2.742 1.066 0.077
H -4.759 1.488 -0.296
H -4.404 0.857 1.330
H -4.329 -0.221 -0.074
H -2.507 1.888 0.522

Properties
HOMO level (alpha / beta)   -13.721 / -13.619 eV
Expectation value of S²   6.056
E_tot   -174644.782 eV
Orbital gap (alpha / beta)   7.173 / 4.640 eV
Spin multiplicity   5
ΔE to the lowest compared entry with this formula, charge and spin   0.644 eV
Charge   +2

[2]
ORCA calculation (the ωB97M-V functional and the def2-TZVPD basis) on C26H24NOPPtSSe4 as an isolated structure.

Element x y z (Å)
Pt 0.267 -0.172 -0.094
C 1.012 -2.530 3.291
C -0.145 -1.841 3.958
C -0.773 -2.485 5.019
C -1.794 -1.886 5.738
C -2.208 -0.609 5.403
C -1.613 0.047 4.337
C -0.592 -0.553 3.599
P 0.177 0.360 2.209
C -0.609 2.010 2.299
C -1.919 1.963 1.814
C -2.699 3.101 1.724
C -2.163 4.317 2.110
C -0.861 4.372 2.578
C -0.057 3.239 2.685
C 1.360 3.432 3.151
C 1.934 0.356 2.622
C 2.422 0.569 3.912
C 3.780 0.549 4.150
C 4.657 0.312 3.092
C 4.170 0.052 1.825
C 2.794 0.038 1.575
C 2.286 -0.406 0.226
H 0.989 -3.599 3.502
H 1.960 -2.135 3.658
H 0.991 -2.403 2.213
H -0.441 -3.481 5.287
H -2.259 -2.415 6.560
H -2.997 -0.121 5.961
H -1.955 1.038 4.080
H -2.325 1.019 1.469
H -3.706 3.036 1.334
H -2.748 5.225 2.035
H -0.438 5.329 2.859
H 1.547 4.491 3.325
H 2.079 3.080 2.410
H 1.562 2.902 4.080
H 1.728 0.747 4.726
H 4.162 0.716 5.148
H 5.725 0.310 3.267
H 4.855 -0.167 1.014
H 2.490 -1.477 0.120
H 2.846 0.097 -0.564
Se 0.708 -0.425 -2.560
Se -0.915 0.914 -3.461
Se -0.829 2.803 -1.909
Se 0.937 2.164 -0.673
O -1.831 0.013 -0.441
N -2.392 -1.060 -1.002
C -3.555 -0.838 -1.651
C -4.245 -1.865 -2.230
C -3.712 -3.154 -2.155
C -2.518 -3.353 -1.510
C -1.830 -2.285 -0.917
S -0.339 -2.499 -0.083
H -3.852 0.200 -1.661
H -5.171 -1.657 -2.743
H -4.227 -3.988 -2.611
H -2.067 -4.333 -1.446

Properties
HOMO level   -6.770 eV
E_tot   -315647.006 eV
Orbital gap   6.318 eV
Spin multiplicity   1
ΔE to the lowest compared entry with this formula, charge and spin   0.000 eV
Charge   0

[3]
ORCA calculation (the ωB97M-V functional and the def2-TZVPD basis) on C26H25BCl2F8IN4O2Ti as an isolated structure at a distorted geometry.

Element x y z (Å)
Ti 0.283 -0.917 -0.927
C -1.560 2.800 4.181
C -0.859 2.886 2.811
N 0.016 1.747 2.472
C 1.268 1.626 3.226
C 1.925 2.998 3.427
C -0.655 0.447 2.429
C -1.405 0.335 1.092
N -0.466 0.563 -0.090
C -0.202 1.926 -0.385
C 1.055 2.531 -0.333
F 2.110 1.812 0.048
C 1.265 3.852 -0.609
F 2.519 4.333 -0.587
C 0.164 4.658 -0.945
C -1.094 4.053 -1.031
F -2.049 4.858 -1.486
C -1.292 2.714 -0.769
F -2.482 2.167 -0.878
H -2.248 3.627 4.403
H -2.154 1.860 4.229
H -0.850 2.736 4.996
H -1.648 2.841 2.036
H -0.308 3.835 2.649
H 1.139 1.172 4.213
H 1.965 1.043 2.595
H 1.409 3.624 4.102
H 2.964 2.790 3.740
H 1.971 3.587 2.484
H 0.124 -0.335 2.555
H -1.312 0.280 3.301
H -1.838 -0.638 0.951
H -2.175 1.092 1.076
H 0.261 5.722 -1.098
Cl 0.901 -5.041 5.193
C 0.576 -4.213 3.681
C -0.602 -4.500 3.008
C -0.988 -3.740 1.902
Cl -2.584 -3.999 1.235
C -0.117 -2.854 1.282
O -0.432 -2.242 0.136
C 1.101 -2.636 1.914
C 2.087 -1.741 1.294
O 1.853 -1.083 0.282
C 1.482 -3.339 3.107
H -1.192 -5.302 3.427
H 3.051 -1.637 1.768
H 2.416 -3.092 3.506
I -1.612 -4.209 -2.394
C -1.863 -2.224 -3.049
C -2.951 -2.081 -3.938
C -3.179 -0.853 -4.515
C -2.299 0.213 -4.250
C -1.350 0.074 -3.253
N -1.193 -1.176 -2.651
H -3.561 -2.935 -4.175
H -3.966 -0.747 -5.303
H -2.358 1.160 -4.769
H -0.693 0.850 -2.873
C 2.631 -3.652 -3.984
C 1.958 -3.045 -2.885
N 1.361 -2.575 -2.000
H 3.347 -4.432 -3.712
H 3.163 -3.008 -4.622
H 1.830 -4.097 -4.628
F 1.166 0.201 -2.027
B 1.550 -0.160 -5.105
F 0.631 -1.141 -5.366
F 1.204 1.058 -5.401
F 2.793 -0.428 -4.711

Properties
HOMO level   -10.572 eV
E_tot   -116102.080 eV
Orbital gap   6.523 eV
Spin multiplicity   1
ΔE to the lowest compared entry with this formula, charge and spin   0.399 eV
Charge   +1

[4]
ORCA calculation (the ωB97M-V functional and the def2-TZVPD basis) on C26H25BrN3O5W as an isolated structure.

Element x y z (Å)
W -0.338 0.070 -0.169
C -3.756 0.583 -2.455
O -4.053 1.943 -2.138
C -3.718 2.444 -0.929
C -4.580 3.387 -0.378
C -4.304 4.018 0.826
C -3.147 3.712 1.513
C -2.263 2.764 0.991
C -1.031 2.502 1.687
N -0.187 1.574 1.387
N 0.962 1.532 2.173
C 1.719 0.567 1.784
O 1.315 -0.232 0.794
C 3.026 0.302 2.387
C 3.552 1.188 3.326
C 4.788 0.932 3.890
C 5.500 -0.204 3.522
C 4.978 -1.086 2.588
C 3.741 -0.835 2.017
C -2.550 2.137 -0.229
O -1.635 1.287 -0.746
H -4.470 0.297 -3.222
H -3.888 -0.059 -1.582
H -2.745 0.475 -2.845
H -5.480 3.617 -0.933
H -4.997 4.747 1.221
H -2.911 4.197 2.451
H -0.772 3.131 2.533
H 2.988 2.069 3.601
H 5.200 1.618 4.617
H 6.467 -0.400 3.967
H 5.533 -1.969 2.305
H 3.325 -1.518 1.288
C -2.569 -1.630 2.584
C -2.067 -2.168 1.242
C -3.232 -2.517 0.317
C -1.136 -3.365 1.438
N -1.301 -1.105 0.626
H -3.133 -2.410 3.095
H -3.224 -0.771 2.435
H -1.734 -1.335 3.219
H -3.808 -3.334 0.752
H -2.869 -2.833 -0.662
H -3.895 -1.660 0.194
H -1.693 -4.193 1.876
H -0.315 -3.108 2.106
H -0.726 -3.692 0.482
Br 0.173 -2.639 -4.332
C 1.752 -1.607 -4.258
C 2.725 -1.895 -5.201
C 3.897 -1.156 -5.240
C 4.106 -0.112 -4.348
C 3.135 0.184 -3.414
C 1.952 -0.562 -3.348
C 1.017 -0.180 -2.292
O 0.062 -0.974 -1.857
O 1.116 0.908 -1.674
H 2.558 -2.696 -5.906
H 4.649 -1.397 -5.979
H 5.018 0.466 -4.385
H 3.272 0.993 -2.711

Properties
HOMO level   -11.429 eV
E_tot   -113940.661 eV
Orbital gap   7.255 eV
Spin multiplicity   1
ΔE to the lowest compared entry with this formula, charge and spin   0.000 eV
Charge   +1